Molecular formula: C22H35BrO2P2Pb
Method: DFT, the ωB97M-V functional and the def2-TZVPD basis

Output
- Gap between HOMO and LUMO: 3.91 eV
- LUMO: -0.1 eV
- ΔE to the lowest compared entry with this formula, charge and spin: 124.8 kcal/mol
- Highest occupied orbital energy: -4.00 eV
- Total charge: 0

Element x y z (Å)
P 1.754 3.191 0.285
P -1.545 2.606 -1.802
C 0.955 3.923 -1.185
C -0.586 4.045 -1.215
H 1.368 3.425 -2.080
H 1.367 4.946 -1.199
H -1.004 4.345 -0.237
H -0.823 4.853 -1.935
C -1.287 2.649 -3.597
H -1.485 1.656 -4.020
H -0.254 2.936 -3.845
H -1.975 3.382 -4.049
C -3.285 2.989 -1.530
H -3.723 3.492 -2.401
H -3.408 3.608 -0.635
H -3.870 2.080 -1.375
C 3.387 2.647 -0.200
H 3.770 1.899 0.505
H 4.064 3.516 -0.196
H 3.369 2.222 -1.214
C 1.920 4.556 1.461
H 0.937 4.959 1.743
H 2.524 5.351 1.007
H 2.415 4.177 2.364
Pb 2.490 -2.229 -0.390
C -2.262 0.594 -0.095
C -1.291 0.972 -1.108
C 0.229 0.637 -0.876
C 0.760 0.733 0.555
C 0.609 2.148 1.266
C -0.747 2.587 1.532
C -1.738 1.664 2.097
C -2.082 0.334 1.310
C 1.939 -2.200 1.766
H -3.301 0.614 -0.421
H -1.575 0.419 -2.034
H 0.844 1.270 -1.540
H 0.355 -0.398 -1.255
H 0.274 -0.019 1.179
H 1.827 0.429 0.538
H 1.155 2.046 2.230
H -0.850 3.644 1.801
H -2.690 2.217 2.134
H -1.441 1.384 3.125
H -1.388 -0.493 1.530
H -3.077 0.007 1.675
H 0.904 -2.553 1.860
H 2.019 -1.166 2.122
H 2.563 -2.882 2.360
Br -1.049 -4.586 2.150
C -0.548 -6.057 1.075
C -1.109 -7.322 1.294
C -0.676 -8.426 0.545
C 0.344 -8.279 -0.402
C 0.925 -7.024 -0.606
C 0.461 -5.909 0.100
C 1.147 -4.598 -0.148
O 2.415 -4.542 0.084
O 0.502 -3.585 -0.599
H -1.866 -7.455 2.063
H -1.111 -9.411 0.727
H 0.716 -9.136 -0.972
H 1.738 -6.882 -1.323

***

Molecular formula: C22H35BrO2P2Sr
Method: DFT, the ωB97M-V functional and the def2-TZVPD basis

Output
- Gap between HOMO and LUMO (spin up / spin down): 5.40 / 4.43 eV
- LUMO (spin up / spin down): -0.5 / -0.1 eV
- ΔE to the lowest compared entry with this formula, charge and spin: 195.2 kcal/mol
- Highest occupied orbital energy (spin up / spin down): -5.85 / -4.57 eV
- Total charge: 0

Element x y z (Å)
P -1.715 3.004 -4.403
P -3.965 1.419 -1.770
C -3.495 3.391 -3.916
C -4.136 3.075 -2.530
H -4.112 2.903 -4.689
H -3.636 4.465 -4.112
H -3.831 3.823 -1.785
H -5.225 3.200 -2.660
C -5.459 0.533 -2.318
H -5.646 -0.344 -1.687
H -5.382 0.171 -3.354
H -6.341 1.194 -2.254
C -4.155 1.587 0.023
H -5.218 1.741 0.259
H -3.620 2.464 0.428
H -3.939 0.664 0.608
C -1.378 2.678 -6.257
H -0.392 3.080 -6.539
H -2.132 3.185 -6.870
H -1.369 1.627 -6.561
C -1.365 4.848 -5.082
H -1.359 5.585 -4.272
H -2.130 5.150 -5.806
H -0.377 4.898 -5.572
Sr -1.799 0.069 0.945
C -2.415 0.947 -2.751
C -1.957 1.164 -4.175
C -0.632 0.403 -4.426
C 0.578 1.222 -3.947
C 0.301 2.690 -4.016
C -0.468 3.506 -3.103
C -1.059 3.055 -1.808
C -1.402 1.548 -1.718
C 0.452 1.511 0.431
H -2.504 -0.160 -2.623
H -2.718 0.818 -4.887
H -0.503 0.177 -5.491
H -0.661 -0.582 -3.951
H 0.938 0.821 -2.984
H 1.398 1.000 -4.648
H 1.003 3.229 -4.651
H -0.168 4.559 -3.066
H -1.922 3.696 -1.543
H -0.329 3.290 -1.028
H -0.501 0.953 -1.608
H -1.838 1.592 -0.705
H 0.307 2.055 1.371
H 0.921 2.173 -0.300
H 1.094 0.629 0.561
Br -2.877 -2.305 2.938
C -1.254 -3.224 3.595
C -1.319 -4.170 4.617
C -0.136 -4.824 5.024
C 1.075 -4.555 4.364
C 1.132 -3.567 3.370
C -0.029 -2.867 3.038
C -0.051 -1.685 2.119
O -0.202 -1.882 0.861
O -0.110 -0.523 2.657
H -2.267 -4.363 5.125
H -0.178 -5.543 5.849
H 1.994 -5.081 4.644
H 2.050 -3.319 2.829

***

Molecular formula: C22H35FNO8P
Method: DFT, the ωB97M-V functional and the def2-TZVPD basis

Output
- Gap between HOMO and LUMO: 6.55 eV
- LUMO: -1.8 eV
- Structure (SMILES): CC(C)CC1=C(C(=O)NC(=O)F)C(=O)C(CCCC(=O)O)=C(P(C)C)C1=O.CCO.CCO
- Highest occupied orbital energy: -8.33 eV
- Total charge: 0

Element x y z (Å)
C 0.462 -2.305 2.879
C 1.641 -2.114 1.712
C 2.668 -3.396 1.626
C 2.416 -0.649 1.844
C 1.347 0.492 1.253
C 0.433 1.302 2.147
C 0.428 1.155 3.780
O -0.426 0.367 4.460
N 1.404 1.970 4.607
C 2.566 2.494 3.757
O 3.732 1.835 3.858
F 2.472 3.692 2.883
C -0.606 2.371 1.387
O -0.782 3.557 1.972
C -1.256 1.860 -0.027
C -2.791 2.085 -0.548
C -3.566 3.383 0.083
C -4.799 2.978 1.135
C -5.855 1.889 0.515
O -6.700 1.234 1.360
O -5.971 1.591 -0.936
C -0.335 1.051 -0.923
P -0.833 0.280 -2.596
C 0.252 1.137 -3.918
C -0.202 -1.564 -2.601
C 1.226 0.778 -0.390
O 2.304 0.824 -1.195
H 0.925 -1.978 3.906
H -0.378 -1.508 2.594
H 0.011 -3.393 2.882
H 1.040 -2.092 0.683
H 3.800 -3.072 1.702
H 2.422 -3.980 0.621
H 2.422 -4.153 2.497
H 2.748 -0.435 2.948
H 3.366 -0.744 1.128
H 0.862 2.851 4.857
H -2.734 2.271 -1.726
H -3.355 1.060 -0.422
H -4.125 3.916 -0.828
H -2.873 4.202 0.551
H -5.407 3.992 1.299
H -4.415 2.641 2.187
H -6.322 0.635 -0.945
H 0.440 2.242 -3.567
H -0.321 1.195 -4.948
H 1.323 0.648 -4.050
H 0.830 -1.679 -2.044
H -0.080 -1.938 -3.712
H -1.013 -2.261 -2.103
C 7.976 -2.794 0.708
C 6.825 -1.844 0.448
O 5.666 -2.287 1.138
H 7.720 -3.807 0.381
H 8.877 -2.469 0.180
H 8.197 -2.851 1.779
H 6.594 -1.807 -0.620
H 7.068 -0.832 0.785
H 5.879 -2.309 2.086
C -5.121 -0.424 -5.097
C -4.704 -1.167 -3.845
O -3.739 -0.409 -3.130
H -4.255 -0.235 -5.739
H -5.861 -0.997 -5.663
H -5.549 0.552 -4.844
H -4.257 -2.131 -4.104
H -5.563 -1.348 -3.192
H -4.149 0.443 -2.898

***

Molecular formula: C22H35IrN4O3S
Method: DFT, the ωB97M-V functional and the def2-TZVPD basis

Output
- Gap between HOMO and LUMO (spin up / spin down): 7.47 / 4.68 eV
- Spin multiplicity: 5
- LUMO (spin up / spin down): -11.1 / -13.8 eV
- ⟨S²⟩: 6.05
- ΔE to the lowest compared entry with this formula, charge and spin: 11.9 kcal/mol
- Highest occupied orbital energy (spin up / spin down): -18.59 / -18.44 eV
- Total charge: +4

Element x y z (Å)
Ir -0.207 -0.458 -0.802
N -5.679 -1.271 -0.439
C -4.293 -1.054 -0.970
C -3.886 -2.285 -1.777
C -2.536 -2.134 -2.495
N -1.379 -2.307 -1.580
C -2.428 -0.816 -3.274
C -2.930 0.426 -2.528
N -1.920 0.921 -1.558
C -4.295 0.176 -1.874
H -5.737 -2.098 0.174
H -6.327 -1.429 -1.225
H -6.032 -0.458 0.087
H -3.620 -0.904 -0.119
H -4.635 -2.453 -2.556
H -3.857 -3.173 -1.142
H -2.500 -2.942 -3.235
H -0.636 -2.764 -2.113
H -1.621 -2.955 -0.832
H -3.007 -0.914 -4.192
H -1.384 -0.656 -3.550
H -3.092 1.209 -3.280
H -2.373 1.489 -0.843
H -1.294 1.555 -2.057
H -5.013 0.020 -2.685
H -4.606 1.066 -1.322
C 0.936 4.987 4.497
O 1.066 3.639 4.086
C 1.838 3.254 3.084
C 2.516 4.091 2.183
C 3.338 3.545 1.223
C 3.511 2.156 1.133
C 2.819 1.302 1.969
C 1.970 1.823 2.946
N 1.348 1.084 3.930
C 1.228 -0.210 4.142
C 1.399 -1.322 3.289
C 1.827 -2.520 3.907
C 2.180 -3.627 3.178
C 2.006 -3.631 1.781
C 1.499 -2.527 1.152
C 1.136 -1.344 1.855
O 0.527 -0.387 1.267
H 1.900 5.376 4.843
H 0.222 4.972 5.322
H 0.563 5.627 3.693
H 2.419 5.163 2.265
H 3.883 4.191 0.552
H 4.214 1.750 0.423
H 2.995 0.240 1.920
H 1.039 1.683 4.704
H 0.984 -0.462 5.172
H 1.956 -2.533 4.979
H 2.597 -4.488 3.674
H 2.258 -4.518 1.220
H 1.340 -2.501 0.074
C 2.607 -1.290 -4.450
S 2.648 -0.414 -2.859
C 3.275 1.184 -3.450
O 1.159 -0.156 -2.557
H 2.032 -0.727 -5.181
H 2.172 -2.275 -4.309
H 3.633 -1.407 -4.790
H 4.336 1.052 -3.656
H 3.148 1.933 -2.671
H 2.760 1.497 -4.353

***

Molecular formula: C22H35N3O3S2SbSn
Method: DFT, the ωB97M-V functional and the def2-TZVPD basis

Output
- Gap between HOMO and LUMO: 5.02 eV
- LUMO: -4.6 eV
- Highest occupied orbital energy: -9.60 eV
- Total charge: +1

Element x y z (Å)
Sn -0.048 0.209 0.582
C 0.593 -4.136 -0.031
C -0.564 -4.050 -1.054
C -0.001 -4.000 -2.468
Sb -1.920 -2.302 -0.602
C -3.633 -2.242 -2.191
C -4.744 -1.263 -1.716
C -3.071 -1.881 -3.543
C -3.313 -3.067 1.074
C -2.784 -2.581 2.450
C -3.449 -4.606 1.050
H 1.310 -4.962 -0.265
H 0.259 -4.222 1.062
H 1.140 -3.148 -0.036
H -1.216 -4.923 -0.901
H 0.633 -4.885 -2.697
H 0.646 -3.126 -2.630
H -0.816 -3.899 -3.143
H -3.974 -3.364 -2.142
H -4.341 -0.449 -1.129
H -5.392 -1.789 -0.979
H -5.255 -0.828 -2.580
H -2.346 -0.995 -3.489
H -3.809 -1.600 -4.229
H -2.571 -2.776 -4.015
H -4.226 -2.468 0.729
H -1.711 -2.768 2.579
H -3.339 -3.214 3.110
H -2.982 -1.523 2.644
H -2.449 -4.934 1.468
H -3.687 -5.042 0.114
H -4.181 -5.039 1.742
N -3.189 2.448 1.875
C -1.906 2.720 1.467
S -1.426 2.273 -0.147
N -1.059 3.232 2.377
C 0.262 3.708 2.000
C 0.448 4.837 1.186
C 1.785 5.334 0.943
C 2.877 4.766 1.640
C 2.637 3.632 2.543
C 1.320 3.090 2.642
H -3.820 2.152 1.143
H -3.676 2.898 2.670
H -1.218 3.282 3.390
H -0.394 5.343 0.624
H 1.882 6.090 0.149
H 3.922 4.963 1.458
H 3.478 3.148 2.968
H 1.156 2.169 3.172
N 1.283 0.489 -1.405
C 2.648 1.036 -1.182
C 3.025 2.211 -1.761
C 4.266 2.820 -1.380
C 4.982 2.208 -0.405
C 4.599 0.997 0.213
C 3.409 0.380 -0.222
S 6.363 3.090 0.443
O 7.436 2.091 0.546
O 5.841 3.318 1.796
O 6.575 4.318 -0.302
H 0.734 0.975 -2.126
H 1.502 -0.505 -1.605
H 2.421 2.641 -2.607
H 4.671 3.658 -1.923
H 5.272 0.707 0.980
H 3.137 -0.648 0.078

***

Molecular formula: C22H35NO17S
Method: DFT, the ωB97M-V functional and the def2-TZVPD basis

Output
- Gap between HOMO and LUMO: 9.01 eV
- LUMO: 0.5 eV
- Structure (SMILES): NCCCCC[C@@H](S)OC=O.O=C1OCCO1.O=C1OCCO1.O=C1OCCO1.O=C1OCCO1.O=C1OCCO1
- Highest occupied orbital energy: -8.49 eV
- Total charge: 0

Element x y z (Å)
N 0.166 -0.107 -4.219
C -0.361 1.302 -4.060
C 0.279 1.964 -2.741
C 0.208 3.558 -2.915
C -0.054 4.372 -1.565
C 0.991 4.004 -0.372
C 0.275 4.525 0.988
S -0.905 3.235 1.623
O 1.202 5.042 1.972
C 1.926 4.012 2.630
O 1.573 3.431 3.674
H 0.170 -0.369 -5.219
H -0.468 -0.784 -3.762
H -1.514 1.255 -3.998
H -0.032 1.879 -5.000
H -0.294 1.648 -1.809
H 1.365 1.619 -2.670
H -0.681 3.766 -3.624
H 1.126 3.977 -3.461
H -1.129 4.244 -1.160
H 0.046 5.493 -1.795
H 1.942 4.606 -0.567
H 1.151 2.877 -0.336
H -0.372 5.421 0.657
H -2.102 3.551 0.959
H 2.956 3.719 2.199
O -0.334 4.765 -6.422
C 0.494 5.620 -6.307
O 1.362 5.714 -5.262
C 2.318 6.710 -5.601
C 1.588 7.550 -6.606
O 0.688 6.627 -7.202
H 2.616 7.279 -4.719
H 3.201 6.223 -6.025
H 1.012 8.355 -6.139
H 2.256 7.981 -7.354
O -1.251 -2.961 -3.038
C -0.801 -2.934 -1.922
O 0.049 -3.866 -1.413
C 0.524 -3.365 -0.169
C -0.550 -2.405 0.240
O -1.078 -1.966 -1.006
H 0.656 -4.174 0.550
H 1.485 -2.873 -0.329
H -1.346 -2.886 0.811
H -0.160 -1.564 0.815
O 2.895 -3.315 2.039
C 3.823 -3.564 1.320
O 5.029 -4.019 1.756
C 5.771 -4.407 0.608
C 5.146 -3.599 -0.489
O 3.809 -3.426 -0.037
H 6.831 -4.185 0.737
H 5.650 -5.484 0.455
H 5.611 -2.615 -0.601
H 5.168 -4.112 -1.451
O -3.809 -3.937 1.275
C -3.864 -3.104 2.133
O -4.916 -2.941 2.980
C -4.507 -2.017 3.981
C -3.409 -1.252 3.307
O -2.881 -2.197 2.385
H -5.338 -1.376 4.281
H -4.155 -2.574 4.853
H -3.781 -0.386 2.752
H -2.641 -0.921 4.007
O -1.776 -3.646 5.332
C -2.350 -4.548 5.870
O -2.070 -5.864 5.672
C -2.799 -6.598 6.647
C -3.927 -5.673 6.992
O -3.369 -4.387 6.759
H -3.148 -7.547 6.237
H -2.145 -6.799 7.500
H -4.793 -5.807 6.338
H -4.248 -5.776 8.030

***

Question: What is the formula in the second record?
Answer: C22H35BrO2P2Sr

***

What did the fourth record say?
Molecular formula: C22H35IrN4O3S
Method: DFT, the ωB97M-V functional and the def2-TZVPD basis

Output
- Gap between HOMO and LUMO (spin up / spin down): 7.47 / 4.68 eV
- Spin multiplicity: 5
- LUMO (spin up / spin down): -11.1 / -13.8 eV
- ⟨S²⟩: 6.05
- ΔE to the lowest compared entry with this formula, charge and spin: 11.9 kcal/mol
- Highest occupied orbital energy (spin up / spin down): -18.59 / -18.44 eV
- Total charge: +4

Element x y z (Å)
Ir -0.207 -0.458 -0.802
N -5.679 -1.271 -0.439
C -4.293 -1.054 -0.970
C -3.886 -2.285 -1.777
C -2.536 -2.134 -2.495
N -1.379 -2.307 -1.580
C -2.428 -0.816 -3.274
C -2.930 0.426 -2.528
N -1.920 0.921 -1.558
C -4.295 0.176 -1.874
H -5.737 -2.098 0.174
H -6.327 -1.429 -1.225
H -6.032 -0.458 0.087
H -3.620 -0.904 -0.119
H -4.635 -2.453 -2.556
H -3.857 -3.173 -1.142
H -2.500 -2.942 -3.235
H -0.636 -2.764 -2.113
H -1.621 -2.955 -0.832
H -3.007 -0.914 -4.192
H -1.384 -0.656 -3.550
H -3.092 1.209 -3.280
H -2.373 1.489 -0.843
H -1.294 1.555 -2.057
H -5.013 0.020 -2.685
H -4.606 1.066 -1.322
C 0.936 4.987 4.497
O 1.066 3.639 4.086
C 1.838 3.254 3.084
C 2.516 4.091 2.183
C 3.338 3.545 1.223
C 3.511 2.156 1.133
C 2.819 1.302 1.969
C 1.970 1.823 2.946
N 1.348 1.084 3.930
C 1.228 -0.210 4.142
C 1.399 -1.322 3.289
C 1.827 -2.520 3.907
C 2.180 -3.627 3.178
C 2.006 -3.631 1.781
C 1.499 -2.527 1.152
C 1.136 -1.344 1.855
O 0.527 -0.387 1.267
H 1.900 5.376 4.843
H 0.222 4.972 5.322
H 0.563 5.627 3.693
H 2.419 5.163 2.265
H 3.883 4.191 0.552
H 4.214 1.750 0.423
H 2.995 0.240 1.920
H 1.039 1.683 4.704
H 0.984 -0.462 5.172
H 1.956 -2.533 4.979
H 2.597 -4.488 3.674
H 2.258 -4.518 1.220
H 1.340 -2.501 0.074
C 2.607 -1.290 -4.450
S 2.648 -0.414 -2.859
C 3.275 1.184 -3.450
O 1.159 -0.156 -2.557
H 2.032 -0.727 -5.181
H 2.172 -2.275 -4.309
H 3.633 -1.407 -4.790
H 4.336 1.052 -3.656
H 3.148 1.933 -2.671
H 2.760 1.497 -4.353

***

Question: Which of these has the highest total charge?
Answer: C22H35IrN4O3S